Computed, not measured: a molecular structure, C28H52N2O2Si2V in a non-equilibrium geometry, with wB97M-V/def2-TZVPD.

Orbital gap (spin up / spin down), eV: 6.3706 / 7.5974
⟨S²⟩: 3.7977
Energy above the lowest of the compared OMol25 structures with the same formula, charge and spin, kcal/mol: 4.6
Highest occupied orbital energy (spin up / spin down), hartree: -0.2266 / -0.2870
Electronic energy, a.u.: -2880.95345
2S+1: 4
Net charge: 0

Structure (XYZ):
```
87
Properties=species:S:1:pos:R:3:forces:R:3:lowdin_spin:R:1
O 2.499 -0.137 -1.405 0.21 1.14 0.39 0.00
O 3.349 -2.993 -0.481 -0.02 -0.78 0.52 0.00
C 2.518 0.554 -2.662 0.51 -0.40 -0.29 0.00
C 2.585 2.081 -2.648 -0.19 -0.12 0.28 0.00
H 1.605 0.232 -3.180 0.19 -0.01 0.14 0.00
H 3.376 0.167 -3.238 -0.20 0.12 0.01 0.00
H 1.680 2.498 -2.172 0.37 0.02 -0.15 0.00
H 2.644 2.456 -3.681 -0.12 -0.19 0.33 0.00
H 3.481 2.434 -2.124 -0.24 0.04 -0.09 0.00
C 3.395 0.364 -0.388 -0.57 -0.20 0.01 0.00
C 4.859 0.071 -0.644 0.08 0.16 0.03 0.00
H 3.084 -0.146 0.541 -0.02 0.10 -0.41 0.00
H 3.243 1.451 -0.219 -0.02 -0.45 -0.14 0.00
H 5.012 -0.996 -0.820 -0.06 0.14 -0.12 0.00
H 5.427 0.345 0.253 -0.02 0.02 -0.15 0.00
H 5.244 0.672 -1.478 0.00 -0.25 0.08 0.00
C 2.771 -3.307 0.785 -0.04 0.19 -0.14 0.00
C 2.918 -3.838 -1.538 0.18 0.23 -0.45 0.00
C 3.750 -2.952 1.884 0.02 -0.01 -0.03 0.00
H 2.538 -4.386 0.861 -0.03 0.38 -0.18 0.00
H 1.836 -2.721 0.885 0.18 -0.35 0.09 0.00
H 4.687 -3.504 1.761 -0.11 0.06 -0.04 0.00
H 3.319 -3.229 2.848 0.04 0.16 0.03 0.00
H 3.979 -1.884 1.872 -0.01 -0.06 0.09 0.00
C 4.109 -4.517 -2.198 0.10 -0.10 0.18 0.00
H 2.403 -3.196 -2.263 -0.11 -0.19 0.01 0.00
H 2.229 -4.621 -1.190 -0.04 0.33 0.04 0.00
H 4.878 -3.791 -2.477 -0.18 -0.04 -0.06 0.00
H 3.785 -5.072 -3.086 0.08 0.12 0.08 0.00
H 4.570 -5.229 -1.503 -0.05 0.09 -0.09 0.00
H -0.332 0.972 1.077 1.95 2.27 0.55 0.00
V -1.317 0.831 -0.318 -0.86 -0.82 -1.67 2.02
C -0.420 -1.031 -0.145 -0.18 1.41 -0.67 -0.03
Si -1.601 -2.031 -1.196 0.75 -0.43 0.36 0.01
H 0.543 -0.674 -0.602 -0.49 -0.70 0.19 0.00
H -0.267 -1.360 0.884 0.02 -0.21 -0.07 0.00
C -0.889 -2.248 -2.910 -0.02 -0.03 -0.21 0.00
C -3.334 -1.337 -1.419 -0.28 0.05 0.02 0.01
C -1.759 -3.688 -0.330 -0.20 -0.12 -0.18 0.00
C -0.049 2.132 0.880 -0.85 -0.45 0.75 0.03
Si 0.489 2.563 2.669 -0.01 -0.79 0.29 0.00
H -1.014 2.681 0.766 0.36 -0.09 -0.20 0.00
H 0.615 2.362 0.030 -0.02 -0.47 0.37 0.01
C 2.107 3.508 2.824 0.05 0.14 -0.26 0.00
C 0.749 0.770 3.232 0.19 0.26 0.42 0.00
C -0.985 3.423 3.473 0.13 0.09 0.02 0.00
H -0.790 -4.033 0.053 -0.17 0.05 -0.13 0.00
H -2.142 -4.420 -1.054 -0.01 -0.05 0.31 0.00
H -2.458 -3.612 0.513 0.11 -0.11 -0.16 0.00
H -0.895 -1.306 -3.472 -0.05 -0.09 0.06 0.00
H -1.519 -2.966 -3.451 0.18 0.11 -0.07 0.00
H 0.142 -2.617 -2.892 -0.14 -0.03 0.03 0.00
H -3.391 -0.406 -1.994 0.06 -0.16 0.09 0.00
H -3.856 -1.176 -0.469 0.06 -0.06 -0.11 0.00
H -3.903 -2.089 -1.985 0.11 0.06 0.09 0.00
H 1.411 0.716 4.107 -0.17 -0.16 -0.14 0.00
H 1.210 0.204 2.400 -0.09 0.19 0.40 0.00
H -0.213 0.297 3.483 0.29 0.11 -0.06 0.00
H -0.788 3.744 4.505 0.07 -0.15 -0.22 0.00
H -1.865 2.764 3.499 0.19 0.07 -0.10 0.00
H -1.259 4.328 2.911 0.05 -0.21 0.07 0.00
H 2.270 3.910 3.832 -0.20 -0.15 -0.16 0.00
H 2.143 4.358 2.130 0.04 -0.14 0.13 0.00
H 2.960 2.850 2.602 -0.23 0.13 -0.04 0.00
C -4.488 0.073 4.282 0.21 0.07 -0.06 0.03
C -3.268 -0.440 3.816 -0.21 0.23 -0.28 0.00
C -2.816 -0.126 2.527 -0.40 0.35 -0.03 0.03
C -3.557 0.779 1.732 0.03 0.15 -0.17 0.01
C -4.787 1.272 2.197 -0.29 0.01 0.39 0.03
C -5.257 0.923 3.464 0.65 -0.43 0.02 0.00
N -3.044 1.199 0.478 -1.07 0.10 0.24 0.18
N -3.874 1.976 -0.244 -0.02 0.15 -0.21 0.42
C -3.371 2.329 -1.490 0.17 -0.04 -0.35 0.02
C -4.108 3.205 -2.329 0.19 -0.34 0.16 0.07
C -3.631 3.515 -3.602 0.05 -0.23 0.41 0.00
C -2.409 2.990 -4.048 0.32 -0.31 0.16 0.09
C -1.652 2.145 -3.205 -0.69 0.62 -0.49 0.00
C -2.129 1.803 -1.946 0.49 -0.07 0.58 0.05
H -4.821 -0.193 5.289 0.04 0.14 -0.37 0.00
H -2.657 -1.082 4.460 -0.32 0.15 -0.28 0.00
H -1.913 -0.588 2.110 -0.29 0.21 0.25 0.00
H -5.371 1.930 1.552 0.29 -0.20 0.22 0.00
H -6.209 1.316 3.829 0.30 -0.13 -0.16 0.00
H -5.045 3.605 -1.949 0.07 -0.02 -0.16 0.00
H -4.219 4.162 -4.254 0.19 -0.13 0.18 0.00
H -2.051 3.236 -5.051 -0.09 -0.07 0.33 0.00
H -0.691 1.748 -3.543 -0.22 0.13 -0.05 0.00
```
Forces are in eV/Å.